No. 1
Molecular formula: C4H4NO
Method: DFT, ωB97M-V/def2-TZVPD

Summary:
Expectation value of S²: 2.005
Spin multiplicity: 3
Relative energy (zero: lowest compared OMol25 entry of this formula, charge and spin), eV: 1.267
Frontier orbital gap (spin up / spin down), eV: 8.49 / 7.67
LUMO (spin up / spin down), Ha: -0.2032 / -0.3015
Net charge: +1

Structure (XYZ):
```
10
Properties=species:S:1:pos:R:3:nbo_charge:R:1
C -1.10 -0.12 0.16 0.05
O -1.04 0.74 -0.97 -0.38
H -1.80 0.42 0.94 0.26
C 1.05 -0.28 -1.36 -0.02
H 2.32 -0.08 0.33 0.27
H -1.37 -1.06 -0.23 0.22
N 0.23 -0.06 0.85 -0.54
H 0.36 0.09 1.88 0.47
C 1.34 -0.07 -0.02 0.12
C 0.02 0.41 -1.57 0.55
```


No. 2
Molecular formula: C18H27ClN2STc
Method: DFT, ωB97M-V/def2-TZVPD

Summary:
Expectation value of S²: 3.784
Spin multiplicity: 4
Relative energy (zero: lowest compared OMol25 entry of this formula, charge and spin), eV: 0.000
Frontier orbital gap (spin up / spin down), eV: 7.72 / 6.71
LUMO (spin up / spin down), Ha: -0.2567 / -0.3217
Net charge: +2

Structure (XYZ):
```
50
Properties=species:S:1:pos:R:3:nbo_charge:R:1
C -1.69 -1.89 0.77 -0.19
H 2.63 -0.35 -5.18 0.22
C -0.81 2.38 5.75 -0.44
C 2.26 -1.17 -0.35 -0.23
H -1.60 2.68 6.44 0.26
C 0.19 1.47 3.25 0.38
H -1.90 3.40 4.21 0.21
H -1.61 0.42 -5.33 0.22
H 0.27 -3.40 1.21 0.26
C 0.94 -2.59 0.94 -0.33
H 3.79 -0.85 1.26 0.27
H -2.05 0.50 -1.57 0.30
H -0.57 0.99 -6.66 0.25
H 0.14 3.37 2.64 0.44
H -0.48 4.30 4.79 0.25
C -0.61 0.82 -5.57 -0.65
H -1.83 -2.18 -1.45 0.30
C 1.87 0.37 -5.48 -0.65
H 2.36 -2.58 2.70 0.26
H -0.72 -1.93 -5.61 0.22
H 0.13 2.48 6.28 0.24
Tc 0.04 -0.67 0.41 0.67
C 1.20 -2.17 -0.44 -0.30
H 1.06 -2.22 -5.56 0.22
C 0.27 -1.52 -5.86 -0.65
C -0.86 3.30 4.55 -0.23
C -1.91 -0.08 -0.66 -0.18
H 0.32 -1.39 -6.95 0.25
C -1.71 -0.69 1.58 -0.28
H -2.08 0.79 5.05 0.21
C 2.09 -2.18 1.73 -0.07
N -0.15 0.59 4.20 -0.57
H -1.68 -0.65 2.66 0.27
C -1.84 0.44 0.67 -0.22
H -1.90 1.49 0.91 0.28
C -1.79 -1.50 -0.61 -0.23
H 2.65 -0.61 -1.20 0.29
C 2.86 -1.30 0.96 -0.12
H -0.45 1.79 -5.07 0.22
H 1.96 0.55 -6.56 0.24
H 0.02 -0.40 4.01 0.43
H -1.70 -2.92 1.12 0.28
C -1.03 0.95 5.34 -0.22
C 0.47 -0.18 -5.15 0.13
H 0.83 -2.65 -1.34 0.30
S 1.08 1.07 1.78 -0.03
H -0.79 0.27 6.16 0.25
N -0.06 2.77 3.45 -0.54
H 2.03 1.33 -4.97 0.22
Cl 0.36 -0.45 -3.27 -0.22
```


No. 3
Molecular formula: C4H8O2
Method: DFT, ωB97M-V/def2-TZVPD

Summary:
Relative energy (zero: lowest compared OMol25 entry of this formula, charge and spin), eV: 4.454
Frontier orbital gap, eV: 9.26
LUMO, Ha: 0.0262

Structure (XYZ):
```
14
Properties=species:S:1:pos:R:3:nbo_charge:R:1
C 1.29 -0.53 -0.16 -0.05
C 1.22 -0.31 1.34 -0.64
H -0.71 0.62 -2.04 0.48
H 1.92 -1.38 -0.43 0.19
H 0.40 0.37 1.60 0.22
O -1.43 1.17 -1.70 -0.72
O 0.00 -0.67 -0.78 -0.57
H -1.68 1.18 0.35 0.22
H -2.94 0.34 -0.55 0.21
H 1.67 0.37 -0.66 0.18
H 1.06 -1.24 1.88 0.23
C -1.87 0.52 -0.54 -0.24
C -1.07 -0.61 0.02 0.27
H 2.15 0.16 1.67 0.22
```


No. 4
Molecular formula: C51H56BrGe2N4O2S4TeTi
Method: DFT, ωB97M-V/def2-TZVPD

Summary:
Expectation value of S²: 0.759
Spin multiplicity: 2
Relative energy (zero: lowest compared OMol25 entry of this formula, charge and spin), eV: 0.000
Frontier orbital gap (spin up / spin down), eV: 3.35 / 3.35
LUMO (spin up / spin down), Ha: 0.1172 / 0.1171
Net charge: -2

Structure (XYZ):
```
122
Properties=species:S:1:pos:R:3:lowdin_spin:R:1
Te -4.09 -17.36 -1.33 -0.01
H -3.88 -27.46 -4.62 0.00
C -5.56 -23.16 -5.31 0.00
H -2.20 -27.86 -4.30 0.00
C -1.40 -22.07 -10.67 0.00
C 0.09 -23.65 -7.54 0.00
O -1.90 -21.57 -0.03 0.04
H -6.37 -18.51 -5.12 0.00
H 0.64 -24.56 0.51 0.00
S -4.07 -19.66 -1.27 0.00
C -2.03 -20.65 -0.74 0.06
C 0.05 -24.99 -6.83 0.00
C -6.58 -20.76 -3.78 0.00
H 1.75 -19.97 -6.45 0.00
H 4.45 -21.20 -1.93 0.00
C -4.96 -20.18 -7.67 0.00
H 4.58 -23.28 -3.09 0.00
H -0.98 -12.58 -2.71 0.00
N -0.83 -13.56 -2.93 0.00
H -0.55 -25.68 -7.40 0.00
H -1.54 -14.27 -2.71 0.00
H -7.11 -19.84 -3.48 0.00
Ge -0.24 -22.06 -4.11 0.00
C -4.82 -24.93 -3.74 0.00
C -0.02 -16.21 -2.90 0.00
H -2.61 -26.30 -5.02 0.00
H -0.41 -24.92 -5.83 0.00
N 1.35 -13.02 -3.59 0.00
C -5.93 -19.33 -5.68 0.00
H 2.20 -20.60 0.56 0.00
C -5.36 -19.08 -6.92 0.00
C -6.50 -24.04 -5.86 0.00
H -4.29 -17.58 -8.10 0.00
C -4.64 -23.65 -4.36 0.00
H 1.98 -19.59 -8.18 0.00
C 4.23 -23.20 -5.20 0.00
Ti -1.74 -19.11 -1.96 0.84
H -5.98 -26.73 -3.88 0.00
N 0.68 -15.26 -3.42 0.00
C 1.94 -22.84 -5.89 0.00
H -0.22 -21.47 1.87 0.00
H 0.08 -23.16 2.29 0.00
H -6.06 -17.39 -8.03 0.00
C -4.84 -23.94 -0.71 0.00
C 1.05 -21.45 -7.81 0.00
H 1.26 -21.89 2.77 0.00
H 2.07 -25.96 -1.07 0.00
C -2.93 -27.05 -4.28 0.00
H -0.34 -27.56 0.03 0.00
C 1.11 -23.72 0.00 0.00
C -5.80 -25.76 -4.33 0.00
C -3.95 -25.05 -1.24 0.00
H -4.69 -22.26 -9.11 0.00
C -0.62 -22.26 -9.41 0.00
H -2.01 -21.14 -10.61 0.00
C -6.61 -25.34 -5.39 0.00
C -3.93 -25.44 -2.60 0.00
C 1.22 -22.51 0.68 0.00
H -3.47 -18.91 -4.03 0.00
C 1.98 -21.53 0.06 0.00
H -5.84 -20.91 -2.98 0.00
C 3.84 -23.12 -3.87 0.00
C -4.68 -22.63 -8.07 0.00
H 5.27 -23.38 -5.46 0.00
C -5.18 -17.66 -7.44 0.00
H -1.22 -26.68 1.30 0.00
H 3.60 -23.06 -7.27 0.00
C 1.98 -20.37 -7.44 0.00
C 1.63 -23.93 -1.27 0.00
C -5.09 -21.49 -7.17 0.00
Br -0.67 -18.47 0.19 0.01
H -1.38 -24.24 -8.94 0.00
S -2.05 -21.63 -5.54 0.00
H 3.19 -20.16 -2.59 0.00
C -5.52 -21.72 -5.85 0.00
H -5.22 -24.25 0.28 0.00
H -0.74 -21.96 -11.54 0.00
C 2.50 -22.92 -3.50 0.00
H -3.20 -25.29 0.75 0.00
C 0.22 -21.27 -8.93 0.00
O -2.49 -18.95 -3.87 0.02
H -4.34 -23.02 -0.55 0.00
C 2.53 -21.72 -1.21 0.00
N -0.64 -17.13 -2.48 0.00
S -1.33 -23.64 -3.00 0.00
C -0.72 -23.44 -8.63 0.00
C -2.25 -26.69 -0.60 0.00
H -5.02 -16.93 -6.65 0.00
H -5.69 -23.75 -1.40 0.00
C 0.97 -22.64 -7.05 0.00
C -2.25 -27.10 -1.91 0.00
C 3.51 -20.70 -1.69 0.00
H -2.05 -19.62 -4.48 0.00
C 1.62 -25.31 -1.84 0.00
C -3.11 -25.66 -0.29 0.00
C -3.04 -26.51 -2.90 0.00
H -7.29 -26.03 -5.85 0.00
C 3.28 -23.05 -6.21 0.00
C -5.95 -20.60 -5.13 0.00
C 2.20 -22.85 -2.02 0.00
H -7.30 -21.58 -3.78 0.00
H -3.67 -22.95 -7.87 0.00
C 1.55 -22.78 -4.53 0.00
H -5.36 -23.49 -8.01 0.00
S 0.20 -20.08 -3.14 0.01
H 1.07 -25.40 -6.80 0.00
C 0.57 -22.23 1.99 0.00
H -7.11 -23.67 -6.68 0.00
H 2.31 -13.35 -3.66 0.00
H 1.25 -12.11 -3.14 0.00
H -1.78 -28.32 0.73 0.00
H -1.63 -27.96 -2.16 0.00
C -1.34 -27.36 0.43 0.00
H 2.25 -25.35 -2.72 0.00
H 3.75 -19.97 -0.88 0.00
Ge -3.15 -22.55 -3.79 0.01
H 0.60 -25.67 -2.05 0.00
H -2.07 -22.92 -10.86 0.00
H 3.00 -20.75 -7.42 0.00
H 0.30 -20.32 -9.47 0.00
C 0.41 -13.96 -3.25 0.00
H -4.44 -20.03 -8.63 0.00
```


No. 5
Molecular formula: C31H34Br2F5N8O5Rb
Method: DFT, ωB97M-V/def2-TZVPD

Summary:
Frontier orbital gap, eV: 6.12
LUMO, Ha: 0.1146
Net charge: -2

Structure (XYZ):
```
86
Properties=species:S:1:pos:R:3:lowdin_charge:R:1
C 6.33 2.72 -1.20 -0.14
C 2.39 -1.61 2.11 -0.25
C 4.10 3.24 -0.50 -0.27
C -2.51 1.58 5.02 -0.71
F 7.21 0.60 -0.44 0.07
O 2.13 -0.24 1.81 -0.15
Br -7.43 2.04 0.03 0.73
C -4.95 1.76 1.42 -0.07
N 0.50 2.52 -0.54 -0.01
H -3.22 -3.83 0.97 0.07
H -3.66 -5.04 -2.07 0.09
N -2.80 1.76 0.37 0.14
C 2.22 -2.62 -1.47 -0.10
C 6.19 1.49 -0.53 -0.16
C 1.68 3.50 2.59 -0.06
F 4.82 -0.17 0.31 0.02
H 3.57 -2.24 0.51 0.10
H -0.71 -3.98 -4.32 0.06
N -0.53 1.38 -3.06 0.03
C 5.28 3.60 -1.18 -0.13
H 1.42 -4.72 0.17 0.12
F 5.43 4.79 -1.90 0.03
C -1.78 -4.21 -4.28 -0.01
H 2.71 -3.54 -1.74 0.10
H 0.48 3.05 -3.90 0.09
C 2.24 3.52 3.96 -0.28
C -3.81 -3.11 0.36 -0.04
H -2.31 -3.84 -5.20 0.08
H 1.51 2.01 -3.04 0.11
H 1.53 -1.90 2.72 0.09
F 3.20 4.28 -0.38 0.00
H -4.09 2.54 3.97 0.11
H -4.92 -3.40 0.33 0.08
H -3.80 -2.11 0.79 0.06
C -0.32 -3.89 1.08 -0.71
C -3.42 1.90 -0.81 -0.10
F 7.51 3.11 -1.79 0.05
Rb -0.33 -0.49 -0.04 0.77
H 1.53 2.49 2.32 0.05
C 4.93 1.15 -0.07 -0.26
N 2.77 3.51 4.97 0.10
H 0.01 2.96 0.21 0.04
C -2.42 -3.56 -3.04 -0.31
H 3.31 -1.68 2.76 0.13
C -3.20 -3.08 -1.02 -0.36
C 0.35 3.29 -1.76 -0.29
H -2.79 2.02 -1.67 0.09
C -1.13 0.17 3.70 -0.08
H 0.29 -3.95 -0.97 0.11
H 0.74 4.12 2.60 0.10
H 3.00 -1.85 -1.47 0.12
H -1.95 -5.26 -4.22 0.05
H -1.12 -1.92 -2.91 0.09
H -5.53 1.74 2.35 0.11
C 2.60 -2.52 0.94 -0.20
C -4.79 1.96 -0.97 -0.09
O -1.08 -4.88 1.07 -0.07
O 1.42 -3.09 -3.67 -0.01
C 1.29 -2.36 -2.69 -0.66
C 3.89 2.01 0.07 0.05
N 1.60 -2.63 -0.11 -0.20
H -0.69 3.64 -1.82 0.09
C -5.55 1.94 0.20 -0.68
N -1.79 0.49 2.59 0.12
C -3.22 1.88 3.90 -0.11
H -1.06 1.41 -3.90 0.05
O -0.39 -2.88 1.81 -0.11
N -2.49 -2.03 -1.39 0.02
H 2.81 0.12 1.22 0.02
N -2.03 -2.33 -2.66 0.03
H 2.77 -3.47 1.39 0.11
C 0.50 2.42 -3.01 -0.27
H 2.35 3.95 1.87 0.06
Br -3.12 2.32 6.62 0.76
C -1.47 0.68 4.94 -0.07
O 0.49 -1.37 -2.60 -0.21
H -5.15 2.03 -1.96 0.09
H -0.34 -0.53 3.52 0.11
C -3.21 -4.07 -2.05 -0.01
H -0.12 0.49 -2.94 0.00
C -3.58 1.61 1.44 -0.22
C -2.83 1.34 2.71 -0.21
H 1.08 4.13 -1.89 0.10
C 0.79 -3.85 -0.03 -0.11
H 1.50 2.47 -0.28 0.02
H -0.86 0.52 5.80 0.10
```


No. 6
Molecular formula: C38H88N4O8
Method: DFT, ωB97M-V/def2-TZVPD

Summary:
SMILES: CC1(C)CCCC(C)(C)N1O.CC1(C)CCCC(C)(C)N1O.CC1(C)CCCC(C)(C)N1O.CC1(C)CCCC(C)(C)N1O.CO.CO.O.O
Relative energy (zero: lowest compared OMol25 entry of this formula, charge and spin), eV: 0.000
Frontier orbital gap, eV: 8.41
LUMO, Ha: 0.0077

Structure (XYZ):
```
138
Properties=species:S:1:pos:R:3:lowdin_charge:R:1
H 0.48 4.39 -6.42 0.12
H 1.76 -0.28 8.12 0.12
C 4.70 1.40 -0.95 -0.02
C -0.13 -1.13 -0.59 -0.11
H 1.38 0.85 -5.62 0.11
C 3.54 1.84 -3.14 -0.14
H -1.84 3.39 -7.01 0.06
H 1.91 -0.15 2.09 0.07
H 1.41 2.18 -1.54 0.08
H -4.24 -4.71 0.85 0.09
H 2.59 -5.10 0.09 0.08
H 0.24 -0.61 -4.36 0.08
H -0.74 -0.19 7.92 0.09
H 3.20 -0.17 4.83 0.11
H -3.26 -2.02 -0.24 0.06
H -0.66 0.69 6.43 0.07
N -0.88 1.86 -4.77 -0.08
C -6.19 -4.49 3.55 -0.02
H 1.45 3.42 -5.31 0.10
H 0.02 -0.27 0.07 0.07
H -2.78 0.26 -6.36 0.09
C 2.25 1.66 -1.08 -0.03
C 0.50 -2.46 7.17 -0.04
H 5.56 2.19 -3.82 0.11
H -3.77 -1.30 4.62 0.11
H -0.35 5.15 -4.19 0.09
C 1.22 -0.22 4.18 -0.51
H 4.83 1.81 0.05 0.09
C 4.56 2.59 -4.01 -0.16
H 6.61 4.98 -2.40 0.09
C 1.78 -0.86 2.91 -0.04
H 0.77 0.18 -7.13 0.12
H -0.51 -2.89 7.17 0.08
H -2.09 1.52 -7.32 0.06
H -1.79 4.91 -6.10 0.08
C -0.57 4.13 -3.90 -0.04
H -0.79 -1.39 -5.59 0.09
H 1.12 -1.67 2.59 0.07
H 2.74 -1.33 3.12 0.08
H 0.46 -3.61 -1.12 -0.02
C -1.84 0.60 -6.79 -0.02
H -1.49 -0.56 -4.21 0.08
H -1.50 -0.08 -7.58 0.09
H 4.43 6.53 -2.94 0.09
H 1.39 1.61 6.50 0.11
H -6.00 -2.46 5.10 0.12
C -0.72 3.27 -5.13 -0.53
H 0.11 2.43 -7.93 0.11
C 2.29 -4.84 1.11 -0.16
H 0.73 -4.89 2.18 0.07
H 6.09 4.55 -0.77 0.09
H 0.24 3.75 -3.27 0.08
H 1.75 2.53 -7.46 0.11
C 4.48 4.47 -2.30 -0.53
H 2.45 -3.76 1.21 0.07
H 2.57 1.97 -3.62 0.10
H 2.65 1.39 4.20 0.13
C -1.86 3.82 -6.01 -0.03
C 0.60 -1.09 6.50 -0.53
H 0.11 1.62 4.50 0.07
H 0.15 1.15 2.79 0.07
O 3.69 3.99 -0.14 -0.02
H 5.66 1.44 -1.47 0.07
H -1.50 4.16 -3.32 0.09
C 0.63 0.98 -6.40 -0.14
H 3.69 -1.69 -2.62 0.05
H 5.31 4.58 -4.20 0.12
H 2.79 4.23 0.10 0.11
C 0.75 2.35 -7.04 -0.17
H 6.32 3.34 -2.03 0.06
H -8.47 -3.52 2.60 0.08
H 0.12 -2.94 4.47 0.10
C 3.58 2.16 -1.66 -0.51
H 0.78 -2.43 8.22 0.09
H -3.49 -4.43 2.41 0.07
O 0.94 -5.22 1.31 -0.12
H 3.52 4.49 -4.27 0.11
C -7.88 -2.75 3.09 -0.04
C 4.42 4.10 -3.78 -0.14
H -5.13 -4.73 3.67 0.06
H -4.06 -0.69 2.32 0.12
C -4.43 -2.63 1.49 -0.51
H 1.10 -3.26 6.71 0.09
C 2.18 0.87 6.33 -0.18
H -8.09 -1.78 2.64 0.09
H -2.72 -3.88 0.92 0.08
H 2.94 5.91 -2.39 0.09
H -8.23 -2.70 4.13 0.08
C 0.57 3.40 -5.96 -0.14
C -4.21 -2.07 3.98 -0.17
H 2.67 -1.13 6.90 0.13
C 2.37 0.56 4.85 -0.13
H -1.12 -1.50 -0.33 0.06
H -4.99 -2.35 -0.62 0.08
H 3.84 0.80 -3.31 0.12
O 3.30 -2.04 -1.81 -0.03
N -5.87 -2.75 1.75 -0.09
C 4.01 5.91 -2.14 -0.03
H 2.19 0.57 -1.21 0.06
H -6.66 -4.66 4.52 0.09
C -0.68 -0.32 6.83 -0.02
H -1.74 1.92 -3.09 0.09
H -0.08 -0.86 -1.64 0.08
C 1.85 -0.42 7.04 -0.15
O -2.05 1.68 -3.97 -0.02
H 4.17 6.38 -1.17 0.08
C 0.09 0.77 3.81 -0.02
C -6.38 -3.03 3.09 -0.53
H -4.56 -0.90 0.22 0.08
O 0.87 -2.08 -0.23 -0.16
H -2.84 3.63 -5.56 0.09
H 3.09 1.33 6.72 0.11
O -0.27 -2.06 4.51 -0.02
H 2.96 -5.39 1.78 0.08
H 3.94 -2.66 -1.47 0.06
H -1.56 -0.86 6.50 0.08
O 0.25 -4.49 -1.49 -0.08
H 4.30 2.47 -5.06 0.11
N 3.58 3.62 -1.51 -0.09
C -3.68 -3.97 1.43 -0.02
C -3.80 -1.73 2.55 -0.14
H -3.76 -3.03 4.26 0.10
C 5.93 4.34 -1.83 -0.03
C -0.68 -0.52 -4.94 -0.04
H -6.13 -1.10 4.01 0.13
H 1.73 -1.78 -0.58 0.04
H -6.58 -5.24 2.85 0.08
O -6.48 -3.57 0.78 -0.02
H 0.44 -5.09 -0.76 0.00
H -6.49 -4.47 1.15 0.07
H -2.71 -1.81 2.50 0.12
H 2.12 1.81 -0.01 0.08
H 4.40 0.36 -0.81 0.07
H -0.92 0.36 3.96 0.07
C -5.72 -2.10 4.10 -0.14
C -0.74 0.79 -5.73 -0.53
N 0.78 -1.29 5.06 -0.11
C -4.28 -1.96 0.12 -0.02
```


No. 7
Molecular formula: C4H3I
Method: DFT, ωB97M-V/def2-TZVPD

Summary:
SMILES: C=CC#CI
Relative energy (zero: lowest compared OMol25 entry of this formula, charge and spin), eV: 0.813
Frontier orbital gap, eV: 9.37
LUMO, Ha: 0.0106

Structure (XYZ):
```
8
Properties=species:S:1:pos:R:3:nbo_charge:R:1
H 1.03 -1.60 -0.34 0.23
I -3.97 0.19 -0.08 0.26
C 1.41 0.52 0.11 -0.34
C -0.79 -0.42 -0.06 -0.07
C -1.97 -0.28 0.10 -0.27
H 1.06 1.58 0.32 0.22
H 2.47 0.63 0.05 0.19
C 0.76 -0.63 -0.10 -0.23
```


No. 8
Molecular formula: C28H29F2Zr
Method: DFT, ωB97M-V/def2-TZVPD

Summary:
Frontier orbital gap, eV: 3.67
LUMO, Ha: 0.0963
Net charge: -1

Structure (XYZ):
```
60
Properties=species:S:1:pos:R:3:nbo_charge:R:1
C 2.00 -0.78 -3.37 0.05
H -2.97 2.28 3.75 0.23
H 0.91 1.20 -2.28 0.21
C -2.31 -1.06 0.37 -0.29
H -5.49 1.41 0.20 0.20
C 3.91 -0.14 -1.50 0.02
H 1.32 0.00 -1.07 0.24
H 3.22 0.99 -3.20 0.21
C 1.76 0.81 -1.70 -0.60
C -1.31 2.98 2.34 -0.45
C -4.85 0.52 0.23 -0.59
H 6.27 1.68 0.24 0.21
H -2.62 1.95 -0.59 0.21
H 4.49 1.97 -1.44 0.21
H 6.49 -0.51 1.47 0.23
H 0.57 0.64 4.98 0.21
H -0.53 -2.37 0.13 0.21
F 5.02 -2.60 0.96 -0.34
C 0.71 0.48 3.89 -1.26
C 1.60 -2.07 -2.99 -0.30
H -4.26 0.45 3.70 0.23
C 0.69 -2.76 -3.80 0.41
H -0.65 -2.60 2.86 0.22
H -0.15 -0.37 -6.03 0.21
H 2.15 1.55 -1.00 0.22
H -5.48 -0.37 0.17 0.20
C -1.21 -1.85 0.80 -0.27
C 4.00 -1.33 -0.76 -0.24
C -1.22 2.89 0.91 -0.28
C -3.07 1.68 1.57 -0.13
H -5.50 -0.42 2.80 0.20
C 5.66 0.82 -0.06 -0.19
H 1.37 0.92 -4.58 0.21
C 0.08 -2.21 -4.92 -0.30
C -3.06 -0.68 1.52 -0.13
F 0.33 -4.03 -3.41 -0.34
H -2.93 -1.36 3.68 0.23
H 1.89 -2.52 -2.03 0.23
C 4.97 -1.42 0.25 0.39
C 4.69 0.95 -1.06 -0.23
C -2.48 2.24 2.77 -0.49
H -0.54 3.44 0.26 0.21
C -2.31 2.10 0.44 -0.29
H -2.63 -0.87 -0.65 0.21
C 2.82 0.22 -2.53 -0.27
C 5.82 -0.39 0.61 -0.30
C -4.02 0.50 1.52 -0.09
C 0.38 -0.87 -5.21 -0.19
H -0.69 -2.77 -5.45 0.23
C 1.30 -0.17 -4.43 -0.23
H 1.38 1.29 3.52 0.21
H -5.51 1.36 2.84 0.20
Zr -1.03 0.49 2.42 1.19
H -4.22 0.54 -0.67 0.21
C -4.87 0.47 2.79 -0.59
H 3.31 -2.16 -0.90 0.22
H -0.68 3.57 2.99 0.22
H 1.27 -0.47 3.76 0.21
C -2.46 -1.28 2.69 -0.49
C -1.29 -1.99 2.23 -0.45
```


Sequential largest force on an atom output: 9.91 2.68 0.50 3.99 2.11 2.06 6.29 3.93 eV/Å
Sequential E_tot output: -7735.5871 -47624.4037 -8368.8280 -320684.2822 -209186.7575 -63168.8649 -12293.6858 -36219.7294 eV